# 1
C12H13P in the gas phase at a distorted geometry. Source: the Open Molecules 2025 dataset; level of theory: ωB97M-V/def2-TZVPD.

Output
E_HOMO (alpha / beta) = -7.39 / -7.39 eV
LUMO level (alpha / beta) = -0.25 / -0.25 eV
frontier orbital gap (alpha / beta) = 7.13 / 7.13 eV
SMILES = C=C1C=CC=C[C@H]1P1(=C)C=CC=C1
ΔE to the lowest compared entry with this formula, charge and spin = 80.00 kcal/mol

Each line ends with the natural charge from an NBO analysis.
CARTESIAN COORDINATES (ANGSTROEM)
C (0.7446, 2.1645, 1.1335)  -0.2488
C (1.6640, 2.3019, -0.0660)  -0.2057
C (0.5299, 0.9368, 1.6215)  -0.1421
C (2.2511, 1.2208, -0.6565)  -0.2090
C (0.7698, -0.3260, 0.8391)  -0.6254
C (1.7890, -0.1315, -0.2965)  -0.0406
C (-2.1544, 0.4865, -1.5096)  -0.1716
C (-2.7870, 0.7422, -0.1724)  -0.1610
C (-1.1503, -0.4108, -1.4858)  -0.5174
C (-2.0666, 0.1840, 0.8886)  -0.5783
C (2.2587, -1.2101, -0.8774)  -0.3967
C (-0.8249, -2.6454, 0.3864)  -1.1405
P (-0.8456, -0.9451, 0.1989)  1.5058
H (0.0775, 2.9750, 1.5047)  0.2251
H (1.8978, 3.3943, -0.2213)  0.2141
H (-0.1622, 0.7837, 2.4869)  0.2098
H (3.0419, 1.3828, -1.3549)  0.2175
H (1.2325, -1.1536, 1.4237)  0.2707
H (-2.5256, 0.8693, -2.4258)  0.2162
H (-3.6974, 1.1185, 0.0049)  0.2002
H (-0.5826, -0.5048, -2.3746)  0.2464
H (-2.7493, -0.0914, 1.6495)  0.2349
H (2.9284, -1.1303, -1.7774)  0.2084
H (1.8794, -2.1724, -0.4022)  0.2302
H (-0.7666, -3.0335, 1.3571)  0.2222
H (-1.4632, -3.1760, -0.3677)  0.2357

=====

# 2
A molecular structure, C12H14AsCoN2O6S5 at a distorted geometry. Source: the Open Molecules 2025 dataset; level of theory: ωB97M-V/def2-TZVPD.

Output
E_HOMO (alpha / beta) = -3.10 / -3.16 eV
LUMO level (alpha / beta) = 4.45 / 2.92 eV
⟨S²⟩ = 6.02
multiplicity = 5
frontier orbital gap (alpha / beta) = 7.55 / 6.08 eV
total charge = -2

Each line ends with the Mulliken spin population.
CARTESIAN COORDINATES (ANGSTROEM)
Co (1.5210, 3.2409, -0.1532)  2.7289
O (3.5341, 1.2661, -2.2943)  0.0034
S (2.1748, 1.8031, -2.1910)  -0.0105
O (1.3231, 1.5748, -3.3538)  0.0017
O (1.3841, 1.4666, -0.8888)  0.0652
O (2.3683, 3.3465, -1.9709)  0.0660
S (-1.2146, 2.1254, 3.3576)  0.5718
As (0.3012, 3.4339, 2.5937)  -0.0642
S (2.1183, 2.5029, 2.1402)  0.0773
S (-0.2748, 4.3633, 0.6611)  0.0731
S (0.1634, 4.7991, 4.2061)  0.4893
N (1.7587, -5.9606, 4.6199)  0.0000
C (1.6080, -5.0496, 3.9332)  0.0000
C (1.6084, -3.8469, 3.0673)  0.0005
C (2.1988, -2.6302, 3.4291)  0.0012
C (2.0339, -1.4462, 2.6976)  -0.0110
C (1.1066, -1.4416, 1.6617)  -0.0122
C (0.5954, -2.6721, 1.2491)  -0.0064
C (0.7211, -3.8308, 2.0151)  0.0003
H (2.8877, -2.5668, 4.3203)  -0.0001
H (2.3714, -0.4609, 3.0998)  -0.0017
H (0.8203, -0.4994, 1.1168)  0.0279
H (-0.0804, -2.7678, 0.2822)  0.0001
H (0.2267, -4.7914, 1.8203)  0.0000
O (-2.1558, -2.4668, -1.9151)  0.0000
C (-2.0868, -1.3594, -1.4270)  -0.0009
O (-2.9553, -1.0682, -0.4584)  -0.0003
C (-1.2471, -0.2265, -1.7800)  0.0059
N (-1.6030, 0.9066, -0.9450)  -0.0013
C (-1.7815, 2.0935, -1.8572)  0.0017
C (-2.2863, 1.4365, -3.2132)  0.0008
C (-1.5171, 0.1143, -3.2775)  -0.0006
H (-0.2125, -0.6220, -1.6939)  -0.0001
H (-0.8748, 1.1742, -0.3074)  -0.0059
H (-2.9646, -0.1255, -0.2636)  0.0007
H (-0.8688, 2.6690, -1.9774)  0.0010
H (-2.5665, 2.6608, -1.5132)  -0.0020
H (-2.0441, 2.1553, -4.0877)  0.0002
H (-3.3345, 1.2422, -3.1393)  -0.0001
H (-0.6698, 0.2070, -3.9347)  0.0001
H (-2.0869, -0.7493, -3.6289)  0.0000

=====

# 3
A molecular structure, C12H14AuN2O4 at a distorted geometry. Source: the Open Molecules 2025 dataset; level of theory: ωB97M-V/def2-TZVPD.

Output
E_HOMO = -12.34 eV
LUMO level = -4.97 eV
frontier orbital gap = 7.37 eV
ΔE to the lowest compared entry with this formula, charge and spin = 5.53 kcal/mol
total charge = +1

Each line ends with the natural charge from an NBO analysis.
CARTESIAN COORDINATES (ANGSTROEM)
Au (-1.1531, -0.0043, 0.7658)  0.8165
O (0.5823, 1.0611, -2.4122)  -0.5628
C (0.2571, 0.7441, -3.5393)  0.6574
O (2.5189, -0.7789, -2.5679)  -0.5521
C (1.8273, -1.1507, -3.5020)  0.8983
O (1.9681, -2.3343, -4.2168)  -0.4913
N (0.7657, -0.4420, -4.1262)  -0.4995
C (1.1131, -2.3397, -5.4182)  -0.0803
C (0.2393, -1.1082, -5.3080)  -0.2397
H (0.5226, -3.2753, -5.4568)  0.2102
H (1.7476, -2.2568, -6.3082)  0.2055
H (-0.8233, -1.2989, -5.1648)  0.2061
H (0.2972, -0.4278, -6.1618)  0.2108
C (-0.6953, 1.4987, -4.3688)  -0.3401
C (-1.5481, 2.3696, -3.8174)  -0.2661
H (-0.6601, 1.4406, -5.4660)  0.2224
H (-1.6487, 2.5305, -2.7458)  0.2123
H (-2.1632, 2.8696, -4.5408)  0.2117
O (-1.3183, 1.7166, 2.6216)  -0.7316
C (-0.6543, 1.2024, 3.7890)  -0.1105
C (0.3041, 0.0709, 3.5084)  0.2030
C (1.0532, -0.5411, 4.5116)  -0.2262
C (1.8637, -1.6218, 4.1867)  -0.1156
C (1.9421, -2.0460, 2.8626)  -0.2378
C (1.1756, -1.4214, 1.9014)  0.0607
N (0.3064, -0.4550, 2.2761)  -0.5653
H (-2.2687, 1.7629, 2.8673)  0.4989
H (-0.1258, 2.0581, 4.2281)  0.2228
H (-1.4239, 0.8228, 4.4913)  0.2071
H (0.8834, -0.2266, 5.5334)  0.2416
H (2.4210, -2.1232, 4.9647)  0.2449
H (2.5966, -2.8591, 2.5713)  0.2511
H (1.1942, -1.6911, 0.8385)  0.2372

=====

# 4
A molecular structure, C12H14BF4N4O8P2V. Source: the Open Molecules 2025 dataset; level of theory: ωB97M-V/def2-TZVPD.

Output
E_HOMO = -10.39 eV
LUMO level = -2.98 eV
frontier orbital gap = 7.41 eV
ΔE to the lowest compared entry with this formula, charge and spin = 0.00 kcal/mol

Each line ends with the Mulliken charge.
CARTESIAN COORDINATES (ANGSTROEM)
V (-0.3809, 0.2795, -0.0886)  0.3127
C (1.4680, -0.5979, -2.5077)  -1.0135
N (0.7466, -1.1787, -1.3514)  0.1759
C (-0.2320, -2.1680, -1.8631)  -1.0968
C (1.7329, -1.8451, -0.4742)  -0.8399
C (1.0587, -2.1103, 0.8275)  1.0842
C (1.4150, -3.1264, 1.7032)  -0.9556
C (0.7172, -3.2815, 2.8906)  -0.6991
C (-0.3377, -2.4325, 3.2036)  -0.8622
C (-0.7040, -1.4153, 2.3355)  -0.7672
C (0.0088, -1.2618, 1.1494)  1.9167
H (2.1027, -1.3723, -2.9473)  0.3459
H (2.0854, 0.2324, -2.1796)  0.1951
H (0.7599, -0.2481, -3.2504)  0.3829
H (0.2863, -2.8990, -2.4895)  0.4124
H (-0.9815, -1.6495, -2.4562)  0.2640
H (-0.7196, -2.6764, -1.0348)  0.3819
H (2.5726, -1.1581, -0.3426)  0.2901
H (2.1123, -2.7546, -0.9501)  0.5365
H (2.2289, -3.7958, 1.4523)  0.4921
H (0.9909, -4.0739, 3.5746)  0.4001
H (-0.8805, -2.5576, 4.1309)  0.4727
H (-1.5228, -0.7616, 2.6006)  0.4403
O (-2.5862, 3.2842, 1.2158)  -0.4723
P (-2.2642, 1.9258, 1.9083)  0.4828
O (-2.1661, 1.9376, 3.3523)  -0.6736
O (-0.9573, 1.3842, 1.1496)  -0.0001
O (-3.3612, 0.8634, 1.3796)  -0.3220
P (-3.4471, 0.4241, -0.1655)  0.4419
O (-4.5091, -0.7367, -0.1515)  -0.4564
O (-2.0860, -0.3349, -0.3491)  -0.1595
O (-3.7065, 1.5518, -1.0558)  -0.6099
H (-2.6223, 3.2530, 0.2411)  0.4325
H (-5.3476, -0.4627, -0.5428)  0.3476
O (1.2289, 1.0912, 0.0572)  0.8716
N (1.5479, 2.2336, 0.6704)  -0.7374
C (2.7520, 2.5980, 0.4270)  1.1040
C (3.2305, 3.8110, 1.0271)  -0.1849
N (3.6518, 4.7744, 1.4848)  -0.3985
C (3.6487, 1.8255, -0.3962)  -0.0047
N (4.3683, 1.2113, -1.0453)  -0.4536
F (-0.5654, 0.9862, -1.8764)  -0.3925
B (-0.3657, 2.6065, -2.2786)  0.1480
F (-1.0101, 3.2229, -1.2458)  -0.2958
F (-0.9501, 2.6667, -3.4842)  -0.2223
F (0.9897, 2.7352, -2.2552)  -0.3141